# 1
Here is a cluster of 16 separate species, C24H46Cl30FNO10P2S in total in a non-equilibrium geometry from OMol25. Energies are from ωB97M-V with the def2-TZVPD basis set.

For the total energy, the calculation gives -16735.76439 hartree. The total charge is 0.

Each line ends with the Löwdin charge.
Geometry (Å):
C1 3.3689 3.0575 1.2683  -0.153
C2 4.3269 2.0454 0.5936  -0.305
N1 3.8171 0.6610 0.5770  0.018
C3 3.0454 0.2861 -0.5503  -0.580
P1 2.0779 1.6477 -1.4598  0.962
P2 3.2397 2.4979 -3.1333  0.235
O1 2.5115 2.2400 -4.3700  -0.323
O2 4.7152 1.9377 -3.2436  -0.144
O3 3.4390 4.0868 -2.9130  -0.208
O4 3.8835 -0.3954 -1.5239  0.021
C4 2.9497 -1.0195 -2.3165  -0.542
O5 3.0217 -1.1687 -3.5000  0.204
O6 1.8932 -1.3971 -1.4926  0.038
C5 2.1708 -0.9473 -0.1985  -0.403
C6 0.9809 -0.6241 0.7305  -0.115
C7 -0.4099 -0.9317 0.1787  -0.148
C8 -0.9921 0.1518 -0.7347  -0.138
C9 -2.4498 0.3962 -0.3960  -0.525
O7 -3.2741 -0.4850 -0.4433  0.077
O8 -2.7821 1.6701 -0.0288  0.065
S1 3.0564 -2.3906 0.5481  0.686
O9 2.0197 -3.2828 0.9173  -0.251
O10 4.0406 -2.9428 -0.3106  -0.214
F1 3.7567 -1.8985 1.8428  -0.103
H1 2.4040 2.6000 1.4695  -0.021
H2 3.7711 3.4523 2.1868  0.029
H3 3.2235 3.8628 0.5560  0.061
H4 4.6304 2.3638 -0.3900  0.042
H5 5.2136 2.0303 1.2106  0.077
H6 3.2913 0.5441 1.4312  0.099
H7 1.0089 1.0073 -2.0950  -0.034
H8 5.2043 1.9703 -2.4082  -0.004
H9 2.8348 4.3780 -2.2240  0.006
H10 1.0723 0.4306 0.9824  0.101
H11 1.1413 -1.1514 1.6628  0.108
H12 -0.4039 -1.9030 -0.3009  0.113
H13 -1.0644 -1.0265 1.0389  0.084
H14 -0.9484 -0.1705 -1.7699  0.083
H15 -0.4570 1.0882 -0.6473  0.062
H16 -2.5324 2.2676 -0.7452  0.038
C10 -0.7908 3.4196 -3.9010  -0.918
Cl1 -2.0332 2.3720 -3.1970  0.592
Cl2 0.5025 3.7477 -2.7394  0.567
H17 -0.3549 2.9234 -4.7622  0.046
H18 -1.2460 4.3562 -4.1951  -0.042
C11 8.4800 1.7601 -1.3845  -0.966
Cl3 8.1654 2.6617 -2.8675  0.537
Cl4 6.9763 1.2094 -0.6221  0.633
H19 9.0869 0.8954 -1.6238  0.030
H20 9.0015 2.4043 -0.6871  0.030
C12 2.6390 -4.5576 -2.8435  -1.027
Cl5 3.1622 -5.7387 -4.0510  0.523
Cl6 0.8857 -4.5938 -2.6099  0.524
H21 3.1202 -4.7866 -1.9009  0.003
H22 2.9231 -3.5708 -3.1813  -0.001
C13 -3.9753 -0.8091 -5.1010  -0.991
Cl7 -4.4568 0.8760 -5.3369  0.500
Cl8 -2.6484 -0.9562 -3.9434  0.503
H23 -4.8260 -1.3640 -4.7247  0.029
H24 -3.6523 -1.2148 -6.0518  0.029
C14 -0.2851 -5.3561 2.4092  -1.016
Cl9 -1.2453 -6.6236 1.6364  0.533
Cl10 -1.0644 -3.7722 2.3084  0.591
H25 -0.1453 -5.6133 3.4520  0.033
H26 0.6684 -5.2868 1.9079  -0.043
C15 -4.3420 -2.2945 2.4239  -1.046
Cl11 -3.3521 -1.0779 3.2529  0.555
Cl12 -5.7049 -2.8156 3.4207  0.563
H27 -4.7243 -1.8653 1.5063  0.012
H28 -3.7215 -3.1502 2.2070  -0.068
C16 1.2671 3.5677 4.5492  -0.969
Cl13 1.8572 2.1284 3.6987  0.575
Cl14 2.3547 4.9453 4.3514  0.533
H29 0.2960 3.8292 4.1472  0.030
H30 1.1879 3.3356 5.6038  0.027
C17 0.0064 7.1118 -4.6759  -0.999
Cl15 0.5632 6.0850 -6.0011  0.537
Cl16 -1.7307 6.9305 -4.3895  0.508
H31 0.5349 6.8285 -3.7723  0.015
H32 0.2108 8.1461 -4.9235  0.027
C18 -3.2252 -4.5540 -0.6538  -1.004
Cl17 -4.7627 -4.5319 0.2304  0.562
Cl18 -3.2028 -3.3713 -1.9674  0.513
H33 -2.4265 -4.3171 0.0373  -0.047
H34 -3.0796 -5.5438 -1.0684  0.024
C19 3.5847 -6.7855 1.1747  -0.999
Cl19 2.1070 -7.4877 1.8544  0.551
Cl20 4.8713 -6.6696 2.3796  0.516
H35 3.9234 -7.4158 0.3616  0.029
H36 3.3591 -5.7886 0.8109  0.000
C20 -7.7350 -4.2757 5.9812  -1.022
Cl21 -6.8756 -5.0076 7.3394  0.512
Cl22 -8.8309 -5.4259 5.2022  0.543
H37 -8.3153 -3.4373 6.3466  0.030
H38 -7.0094 -3.9427 5.2498  -0.064
C21 7.8223 6.7792 -2.8916  -1.029
Cl23 8.5488 7.5952 -1.5004  0.499
Cl24 6.3873 5.8555 -2.4399  0.498
H39 7.5378 7.5260 -3.6225  0.025
H40 8.5521 6.0985 -3.3138  0.016
C22 -2.7317 7.2758 -0.4592  -1.009
Cl25 -2.1177 5.8441 -1.2951  0.482
Cl26 -1.7169 8.6920 -0.7582  0.503
H41 -3.7331 7.4828 -0.8161  0.028
H42 -2.7461 7.0767 0.6052  0.025
C23 -10.4668 -8.6224 5.8032  -1.038
Cl27 -10.0141 -9.8530 4.6172  0.498
Cl28 -12.2178 -8.3835 5.8639  0.497
H43 -10.1254 -8.9398 6.7808  0.027
H44 -9.9991 -7.6858 5.5272  -0.063
C24 -5.2645 1.8948 3.6765  -1.040
Cl29 -4.2677 3.1054 4.4985  0.484
Cl30 -6.6204 1.3715 4.6823  0.501
H45 -5.6550 2.3287 2.7640  0.028
H46 -4.6466 1.0326 3.4550  -0.067

=====

# 2
Here is a structure of composition C24H46N2PPdS5SbSi3 from OMol25. Energies are from ωB97M-V with the def2-TZVPD basis set.

The energy above the lowest of the compared OMol25 structures with the same formula, charge and spin comes out at 55.61 kJ/mol. The total charge is 0.

Each line ends with the Löwdin charge.
Geometry (Å):
Pd1 0.6439 0.5368 -0.0944  0.099
S1 7.0780 -2.8480 0.0548  0.503
C1 5.5470 -2.2555 -0.0188  -1.531
S2 4.6711 -2.0142 -1.4859  0.879
C2 3.1779 -1.3795 -0.8147  -1.178
C3 3.1527 -1.3005 0.5295  -1.135
S3 1.8210 -0.7788 1.5422  0.474
S4 4.6091 -1.8202 1.3600  0.875
S5 1.9442 -0.9171 -1.9563  0.452
N1 -3.6177 6.6272 -0.4141  0.180
C4 -3.0637 5.6241 -0.4523  -0.155
C5 -2.3708 4.3513 -0.4974  -0.209
C6 -1.9021 3.8465 -1.6953  0.004
C7 -1.2703 2.6140 -1.6879  -0.125
N2 -1.1062 1.8834 -0.5897  -0.033
C8 -1.5533 2.3851 0.5665  -0.167
C9 -2.1849 3.6144 0.6586  -0.004
H1 -2.0273 4.3982 -2.6167  0.129
H2 -0.8912 2.1819 -2.6057  0.122
H3 -1.4153 1.7671 1.4393  0.091
H4 -2.5268 3.9875 1.6141  0.134
C10 -4.1324 0.2456 -0.0713  -0.210
Si1 -3.1393 -0.9823 -1.0769  0.325
C11 -2.7941 -0.3813 -2.8233  -0.230
C12 -4.2090 -2.5213 -1.1501  -0.224
Sb1 -0.8292 -1.5449 -0.0598  0.885
Si2 -1.3940 -2.1706 2.3963  0.302
C13 -0.1797 -3.3284 3.1851  -0.225
C14 -3.0838 -2.9732 2.4395  -0.226
C15 -1.4474 -0.5199 3.2655  -0.237
Si3 -0.1929 -3.8311 -1.0909  0.312
C16 1.2960 -4.4077 -0.1562  -0.194
C17 0.0882 -3.7380 -2.9176  -0.235
C18 -1.6105 -5.0084 -0.7962  -0.214
H5 -4.9083 0.6872 -0.7086  0.042
H6 -3.5478 1.0604 0.3634  -0.008
H7 -4.6315 -0.2869 0.7441  0.027
H8 -3.2830 0.5773 -3.0309  0.026
H9 -3.1728 -1.1136 -3.5426  0.031
H10 -1.7218 -0.2639 -2.9995  0.011
H11 -5.2518 -2.2177 -1.3133  0.040
H12 -4.1671 -3.0937 -0.2192  0.010
H13 -3.9213 -3.1816 -1.9722  0.022
H14 -0.3129 -4.3507 2.8171  0.028
H15 -0.3458 -3.3350 4.2694  0.040
H16 0.8445 -3.0150 2.9902  -0.007
H17 -3.1028 -3.8759 1.8231  0.009
H18 -3.8638 -2.2944 2.0775  0.016
H19 -3.3368 -3.2659 3.4666  0.040
H20 -0.5092 0.0104 3.0809  -0.004
H21 -1.5675 -0.6290 4.3478  0.039
H22 -2.2791 0.0835 2.8864  0.019
H23 2.0022 -3.5881 0.0128  0.008
H24 1.8057 -5.1834 -0.7383  0.049
H25 1.0143 -4.8287 0.8122  0.027
H26 1.0082 -3.2026 -3.1423  -0.021
H27 -0.7379 -3.2188 -3.4156  0.028
H28 0.1478 -4.7559 -3.3240  0.041
H29 -2.0432 -4.9123 0.2026  0.008
H30 -1.2276 -6.0312 -0.9001  0.043
H31 -2.4053 -4.8707 -1.5296  0.018
C19 4.0098 3.4131 -2.1384  -0.141
C20 3.0980 2.2377 -1.7817  -0.420
P1 2.2408 2.2981 -0.1635  0.883
C21 3.6654 2.3272 1.0017  -0.370
C22 3.3457 2.2337 2.4986  -0.152
C23 1.6481 4.0416 -0.1269  -0.374
C24 1.0899 4.5293 1.2176  -0.142
H32 4.5735 3.1693 -3.0403  0.075
H33 4.7356 3.6244 -1.3499  0.065
H34 3.4524 4.3289 -2.3424  0.062
H35 3.6627 1.3074 -1.7688  0.044
H36 2.3318 2.0909 -2.5426  0.058
H37 4.2180 3.2505 0.8034  0.078
H38 4.3037 1.4930 0.7017  0.079
H39 2.7930 3.1031 2.8536  0.047
H40 4.2728 2.1756 3.0734  0.077
H41 2.7613 1.3471 2.7143  -0.004
H42 0.8906 4.1305 -0.9111  0.063
H43 2.4866 4.6692 -0.4261  0.069
H44 0.4989 3.7611 1.7208  0.053
H45 0.4531 5.4056 1.0784  0.071
H46 1.8957 4.8167 1.8903  0.063